Formula: C3H9NO2
Source: the OMol25 dataset
Level of theory: wB97M-V/def2-TZVPD

Properties
* LUMO level: 0.8 eV
* total charge: 0
* gap between HOMO and LUMO: 10.38 eV

Last column: natural (NBO) charge in e.
Atoms and positions in Å:
O 1.0422 2.0602 0.6068  -0.74
O -0.4155 -2.3709 -0.7354  -0.70
N -0.6430 0.1470 1.3292  -0.86
C 0.4265 1.1992 -0.4750  -0.09
C -0.4820 -0.9912 -1.0281  -0.07
C 0.1218 -0.1541 0.1476  -0.12
H -0.0580 0.7537 1.9542  0.39
H 1.1429 1.2159 -1.3324  0.19
H -0.4123 1.7639 -0.9768  0.18
H -1.4143 -0.4950 -1.2185  0.16
H -0.8553 -0.6807 1.9497  0.35
H -0.7653 -2.4214 0.2239  0.45
H 0.1261 -1.0192 -1.9657  0.19
H 0.2604 2.6768 0.7502  0.47
H 1.0648 -0.6606 0.4730  0.18

Formula: C3H9NO2
Source: the OMol25 dataset
Level of theory: wB97M-V/def2-TZVPD

Properties
* LUMO level: 0.7 eV
* total charge: 0
* gap between HOMO and LUMO: 9.40 eV

Last column: natural (NBO) charge in e.
Atoms and positions in Å:
O 1.9701 0.2933 0.2850  -0.71
O -0.1226 -1.6124 -0.3448  -0.75
N -2.1919 -1.7266 -1.4075  -0.87
C -1.3667 -0.9705 -0.4643  0.08
C 2.1705 2.4900 1.1253  -0.52
C 1.6382 1.2850 1.1489  0.15
H -0.2766 -2.4719 -0.7575  0.50
H -1.9933 -0.9212 0.4236  0.15
H 2.8943 2.7908 0.3836  0.20
H -2.2523 -1.2814 -2.3132  0.37
H 1.6568 3.3146 1.6029  0.20
H 1.2204 -0.3134 0.1612  0.51
H 0.9598 0.9901 1.9398  0.16
H -3.0895 -1.9289 -0.9975  0.37
H -1.2173 0.0625 -0.7855  0.16

Formula: C3H9NO2
Source: the OMol25 dataset
Level of theory: wB97M-V/def2-TZVPD

Properties
* LUMO level: 0.8 eV
* total charge: 0
* gap between HOMO and LUMO: 10.65 eV

Last column: natural (NBO) charge in e.
Atoms and positions in Å:
O -1.5547 -1.1596 -4.0690  -0.95
O -1.3496 0.4954 -0.0981  -0.54
N 0.2665 -0.9965 0.6066  -0.68
C 1.1234 1.4355 1.0447  -0.65
C -1.0697 -0.5063 0.5207  0.55
C 1.0945 -0.0939 1.5526  -0.22
H -1.7476 -0.9630 1.3559  0.12
H -1.8125 -1.7378 -3.2871  0.48
H -2.2391 -0.4061 -4.1470  0.48
H 2.2195 1.7125 1.1162  0.21
H 0.6545 -0.7957 -0.3334  0.37
H 2.1918 -0.5298 1.5609  0.21
H 0.8980 1.4418 -0.0077  0.22
H 0.8620 -0.0391 2.5834  0.20
H 0.4630 2.1425 1.6014  0.22

Formula: C3H9NO2
Source: the OMol25 dataset
Level of theory: wB97M-V/def2-TZVPD

Properties
* LUMO level: 1.0 eV
* total charge: 0
* gap between HOMO and LUMO: 9.75 eV

Last column: natural (NBO) charge in e.
Atoms and positions in Å:
O 2.6190 0.8577 1.1359  -0.52
O 2.1684 1.2156 -0.2247  -0.40
N -0.7795 -0.7486 -0.0218  -0.62
C 1.0005 -0.0490 -0.5193  -0.04
C -2.1989 -0.6589 -0.3419  -0.40
C -0.1057 0.5886 0.2324  -0.27
H -2.7654 -0.2840 0.5149  0.17
H -2.3486 0.0119 -1.1909  0.19
H 0.1101 0.7465 1.2872  0.22
H -2.5863 -1.6466 -0.6039  0.20
H 0.9146 -0.0375 -1.6042  0.21
H -0.5947 -1.4143 0.7249  0.37
H -0.5729 1.4144 -0.3022  0.21
H 3.5730 0.8571 0.9648  0.46
H 1.5665 -0.8529 -0.0512  0.21

Formula: C3H9NO2
Source: the OMol25 dataset
Level of theory: wB97M-V/def2-TZVPD

Properties
* LUMO level: 0.2 eV
* total charge: 0
* gap between HOMO and LUMO: 9.55 eV

Last column: natural (NBO) charge in e.
Atoms and positions in Å:
O 0.1084 4.3756 1.2081  -0.94
O 0.3471 -4.5524 0.1838  -0.95
N -0.1992 -0.7232 -0.8243  -0.42
C -0.3948 0.2052 0.2243  -0.06
C -1.5514 0.8701 0.3602  -0.40
C 0.9890 -0.9589 -1.1889  -0.05
H -2.2087 1.0418 -0.4777  0.21
H 1.0575 -1.7747 -1.9023  0.17
H 0.4451 4.9114 0.4844  0.47
H -0.6470 3.8849 0.8681  0.47
H 0.1393 -4.1646 -0.6689  0.48
H -1.7372 1.2451 1.3600  0.21
H 1.9044 -0.4824 -0.8377  0.15
H 1.2567 -4.4260 0.4549  0.47
H 0.4907 0.5481 0.7560  0.18

Formula: C3H9NO2
Source: the OMol25 dataset
Level of theory: wB97M-V/def2-TZVPD

Properties
* LUMO level (spin up / spin down): -4.2 / -10.0 eV
* 2S+1: 2
* total charge: +1
* gap between HOMO and LUMO (spin up / spin down): 9.55 / 3.69 eV
* <S²>: 0.7548

Last column: Mulliken spin population.
Atoms and positions in Å:
O -1.8458 2.3314 -0.7351  0.00
O 0.2520 1.7291 -0.7420  0.00
N 0.6481 -1.9089 1.3460  0.82
C 1.1127 -0.4978 1.0472  0.04
C -1.1259 0.0095 -1.5902  0.00
C -1.0637 1.4033 -1.0594  0.00
H -1.9561 -0.5320 -1.2587  0.00
H 1.5003 -2.3445 1.8636  0.00
H 1.6696 0.0316 1.9349  0.09
H -0.0475 -1.9120 1.9989  0.00
H 0.2809 0.1401 0.8038  0.00
H -0.6977 0.0561 -2.5778  0.00
H -0.6086 -0.6162 -0.8813  0.00
H 0.1071 2.9215 -0.3594  0.00
H 1.7745 -0.8112 0.2097  0.03

| no. | electronic energy (Eh) |
| --- | --- |
| 1 | -324.8810 |
| 2 | -324.8901 |
| 3 | -324.8819 |
| 4 | -324.7491 |
| 5 | -324.8538 |
| 6 | -324.4765 |